The following is a DFT calculation (ωB97M-V/def2-TZVPD) of the molecule C4H5NO in a non-equilibrium geometry.

The geometry in XYZ format:
```
11
Properties=species:S:1:pos:R:3:lowdin_charge:R:1
O -0.6607 -1.1571 0.9512 -0.05
C 0.4530 -0.3202 0.8995 -0.25
C 0.9120 -0.0287 -0.5903 -0.22
C 0.1589 1.1913 -0.8761 0.06
C -1.2231 1.0130 -1.0396 -0.28
N -2.3916 0.9965 -1.1234 0.18
H -1.4579 -0.6595 0.7227 0.08
H 1.2822 -0.8502 1.3723 0.13
H 1.9929 0.1278 -0.6243 0.10
H 0.6299 -0.9301 -1.1467 0.13
H 0.3044 0.6174 1.4545 0.12
```

Calculated values
Energy relative to the best compared isomer or geometry (same formula, charge and spin)   95.6 kcal per mole
Net charge   0
Lowest unoccupied orbital energy (alpha / beta)   -1.89 / -1.89 eV